[1]
{
  "formula": "CH2N2O3",
  "method": "wB97M-V/def2-TZVPD",
  "species": ["O", "N", "C", "N", "O", "O", "H", "H"],
  "positions_angstrom": [[0.693824, 2.690271, 0.101391], [1.349449, 1.641741, 0.106190], [0.950046, 0.425802, -0.144161], [1.408320, -0.685318, -0.002415], [1.542361, -1.835659, -0.147504], [-1.557202, -0.896016, -0.011961], [-2.107331, -0.441936, 0.790037], [-2.279469, -0.898887, -0.691576]],
  "atomic_forces_ev_per_a": [[0.49, -2.46, -0.39], [0.53, 4.03, 0.97], [-0.24, -2.63, 0.27], [-0.69, 2.46, -1.26], [0.04, -1.39, 0.40], [-3.39, 1.77, 2.11], [2.19, -1.65, -2.72], [1.07, -0.14, 0.61]],
  "homo_ev": [-9.11, -9.12],
  "e_tot_ha": -374.30121,
  "smiles": "O=NC#[N+][O-].O",
  "e_lumo_ev": [-1.573, -1.573],
  "homo_lumo_gap_ev": [7.54, 7.55]
}



[2]
{
  "formula": "CH2N2O3",
  "method": "wB97M-V/def2-TZVPD",
  "species": ["C", "N", "N", "O", "O", "O", "H", "H"],
  "positions_angstrom": [[-0.039421, -0.233440, -0.027718], [1.345742, -0.311472, 0.011058], [-0.464610, 1.052637, 0.003769], [-0.758760, -1.223800, -0.060301], [2.132610, 0.634549, -0.000622], [-1.765382, 1.144373, 0.016663], [1.706126, -1.284037, 0.070071], [-2.156308, 0.221187, -0.012921]],
  "atomic_forces_ev_per_a": [[-0.50, -0.91, 0.01], [-0.30, -1.92, 0.07], [0.12, 1.57, 0.04], [0.21, 0.13, 0.02], [0.91, 0.98, -0.01], [-0.71, -0.75, -0.06], [-0.15, 0.53, -0.08], [0.41, 0.37, 0.02]],
  "homo_ev": [-9.76, -10.20],
  "e_tot_ha": -374.38069,
  "e_lumo_ev": [-1.881, -1.077],
  "homo_lumo_gap_ev": [7.88, 9.13]
}



[3]
{
  "formula": "CH2N2O3",
  "method": "wB97M-V/def2-TZVPD",
  "species": ["N", "C", "O", "N", "O", "O", "H", "H"],
  "positions_angstrom": [[1.169724, -0.002294, -0.088414], [0.036334, -0.719451, 0.004704], [-0.315622, -1.865052, 0.167764], [-1.100535, 0.467633, -0.013979], [-0.684704, 1.582297, 0.146318], [-2.203197, 0.068700, -0.072698], [1.091428, 1.088444, -0.282502], [2.006572, -0.620278, 0.138808]],
  "atomic_forces_ev_per_a": [[1.20, -0.93, 0.05], [-0.74, 0.48, 0.31], [1.13, 2.37, -0.46], [1.64, -2.33, 0.28], [-0.38, 1.70, -0.16], [-2.10, 0.12, -0.18], [0.37, -3.34, 0.92], [-1.13, 1.93, -0.76]],
  "homo_ev": -10.69,
  "e_tot_ha": -374.43758,
  "smiles": "NC(=O)[N+](=O)[O-]",
  "e_lumo_ev": -0.077,
  "homo_lumo_gap_ev": 10.62
}



[4]
{
  "formula": "CH2N2O3P",
  "method": "wB97M-V/def2-TZVPD",
  "species": ["N", "C", "P", "O", "O", "O", "N", "H", "H"],
  "positions_angstrom": [[-2.892013, 0.308313, -0.601161], [-1.758828, 0.235459, -0.750112], [0.019254, -0.046509, -0.904500], [0.366963, -1.388638, -0.508087], [0.466286, 0.504277, -2.207377], [0.533673, 0.951706, 0.517133], [1.013653, 0.210526, 1.609452], [1.926257, -0.258214, 1.297771], [0.324754, -0.516919, 1.546881]],
  "atomic_forces_ev_per_a": [[-0.66, 0.14, 0.00], [0.41, -0.17, 0.15], [1.79, 3.08, 0.32], [-0.08, -2.61, 0.89], [-0.54, 0.46, 0.78], [-0.69, 0.42, -3.13], [1.22, -0.83, -0.37], [-1.65, 0.72, 0.38], [0.18, -1.21, 0.98]],
  "homo_ev": -5.61,
  "e_tot_ha": -715.99358,
  "smiles": "N#C[P@@](=O)([O-])ON",
  "total_charge": -1,
  "e_lumo_ev": 4.357,
  "homo_lumo_gap_ev": 9.97
}



[5]
{
  "formula": "CH2N2O4",
  "method": "wB97M-V/def2-TZVPD",
  "species": ["C", "N", "N", "O", "O", "O", "O", "H", "H"],
  "positions_angstrom": [[-0.547348, 0.915152, -1.038264], [1.126791, 2.561646, -1.092764], [0.128235, 0.194630, -0.302149], [-1.496872, 1.135611, -1.686961], [1.962404, 2.445373, 0.053861], [1.051219, 3.474287, -0.090818], [-0.288828, -0.987328, 0.377701], [1.089206, 0.510028, -0.136198], [-0.116509, -1.729120, -0.189002]],
  "atomic_forces_ev_per_a": [[-1.54, 3.86, -2.89], [-0.40, -1.27, -0.89], [3.33, -2.62, 2.69], [-0.18, -0.31, 0.33], [1.39, -1.88, -0.08], [-1.93, 2.08, 0.57], [-0.39, 1.16, 0.54], [-0.54, -0.44, 0.58], [0.26, -0.58, -0.85]],
  "homo_ev": [-9.32, -8.07],
  "e_tot_ha": -449.41629,
  "e_lumo_ev": [-0.193, -0.389],
  "homo_lumo_gap_ev": [9.13, 7.69]
}



[6]
{
  "formula": "CH2N2O4S",
  "method": "wB97M-V/def2-TZVPD",
  "species": ["N", "C", "O", "S", "O", "O", "N", "O", "H", "H"],
  "positions_angstrom": [[2.616573, -2.554961, 0.593995], [2.402657, -1.813030, -0.252823], [1.993723, -0.963027, -1.098776], [1.396814, 0.695985, -0.091725], [2.274144, 0.640987, 1.008978], [1.347811, 1.757772, -1.039256], [-0.139778, 0.458134, 0.416055], [-1.198363, 0.793386, -0.332750], [-0.103055, -0.492264, 0.748907], [-0.744052, 1.035790, -1.197795]],
  "atomic_forces_ev_per_a": [[0.61, -1.01, 0.86], [-0.74, 0.45, -0.15], [-0.90, 2.54, 0.16], [0.52, 0.15, -0.83], [0.02, -0.28, 0.11], [0.12, -0.79, -0.32], [2.72, -0.85, 1.84], [0.11, 0.55, -2.90], [-1.00, -0.73, 0.45], [-1.44, -0.03, 0.77]],
  "homo_ev": -11.05,
  "e_tot_ha": -847.80665,
  "smiles": "N#COS(=O)(=O)NO",
  "e_lumo_ev": -1.681,
  "homo_lumo_gap_ev": 9.37
}



[7]
{
  "formula": "CH2N2OS",
  "method": "wB97M-V/def2-TZVPD",
  "species": ["C", "N", "N", "O", "S", "H", "H"],
  "positions_angstrom": [[-0.028039, 0.027187, 2.228576], [-0.039687, 1.101356, 2.617157], [-0.303310, 0.210203, -2.546855], [0.410498, -0.696460, -0.186912], [0.196708, -0.874498, -1.612191], [-0.594080, 1.073617, -2.240890], [0.357910, -0.841405, 1.741115]],
  "atomic_forces_ev_per_a": [[1.12, -0.05, 0.02], [-0.61, 0.50, 0.42], [1.06, -3.49, 0.16], [-0.20, 0.29, -1.01], [-0.03, 0.30, -1.05], [-0.71, 2.73, 1.08], [-0.62, -0.27, 0.38]],
  "homo_ev": -11.77,
  "e_tot_ha": -622.17379,
  "e_lumo_ev": -1.002,
  "homo_lumo_gap_ev": 10.76
}



[8]
{
  "formula": "CH2N2P2",
  "method": "wB97M-V/def2-TZVPD",
  "species": ["C", "N", "N", "P", "P", "H", "H"],
  "positions_angstrom": [[-1.901455, -0.138972, 0.205124], [-2.621048, -1.004368, 0.094289], [0.612394, 0.196588, -0.439504], [2.150848, -0.066509, -0.236839], [-0.579446, 1.040530, 0.161409], [2.477035, -0.738105, -1.637919], [-0.138326, 0.710834, 1.853439]],
  "atomic_forces_ev_per_a": [[1.69, 1.06, -0.04], [-1.93, -1.78, -0.15], [2.97, -1.67, -1.70], [-0.81, -0.57, -2.05], [-0.31, 1.28, 4.68], [-0.38, 0.76, 1.88], [-1.23, 0.92, -2.62]],
  "homo_ev": -9.48,
  "e_tot_ha": -831.42006,
  "e_lumo_ev": -1.578,
  "homo_lumo_gap_ev": 7.91
}



[9]
{
  "formula": "CH2N2P2",
  "method": "wB97M-V/def2-TZVPD",
  "species": ["C", "N", "N", "P", "P", "H", "H"],
  "positions_angstrom": [[-0.935143, -0.062339, 0.302230], [-0.260776, -1.285275, -2.417605], [1.547498, 0.737716, -0.418888], [0.132514, -0.443631, -1.269721], [0.554617, 0.532384, 0.877389], [-1.747139, -0.561357, 0.843997], [0.708430, 1.082502, 2.082598]],
  "atomic_forces_ev_per_a": [[2.60, -0.12, 0.30], [0.43, -0.19, -0.71], [-2.57, -1.99, 1.14], [-0.36, 1.85, 2.65], [-0.91, -0.49, -4.28], [0.32, 0.12, -0.61], [0.50, 0.81, 1.51]],
  "homo_ev": -9.41,
  "e_tot_ha": -831.30897,
  "e_lumo_ev": -1.475,
  "homo_lumo_gap_ev": 7.94
}



[10]
{
  "formula": "CH2N2S3",
  "method": "wB97M-V/def2-TZVPD",
  "species": ["C", "N", "N", "S", "S", "S", "H", "H"],
  "positions_angstrom": [[0.413817, 0.617774, -1.216452], [-0.091162, 1.256418, -0.320187], [-0.784434, 0.211877, 1.446518], [0.724210, -1.159376, -1.380052], [0.061535, -1.114982, 1.700862], [-0.450906, -2.125852, -0.042773], [0.657811, 1.225061, -2.070556], [-0.530871, 1.089079, 1.882640]],
  "atomic_forces_ev_per_a": [[-0.21, -1.01, -0.82], [-0.31, 1.66, 0.32], [-0.73, -1.24, 1.04], [0.71, 0.26, -0.65], [-0.14, 0.52, 0.21], [-0.33, 0.24, 0.36], [0.69, -0.17, -1.00], [0.32, -0.28, 0.54]],
  "homo_ev": [-7.91, -9.17],
  "spin_multiplicity": 3,
  "e_tot_ha": -1343.22958,
  "e_lumo_ev": [0.283, -1.645],
  "homo_lumo_gap_ev": [8.19, 7.52]
}



[11]
{
  "formula": "CH2N2S4",
  "method": "wB97M-V/def2-TZVPD",
  "species": ["S", "S", "C", "N", "N", "S", "S", "H", "H"],
  "positions_angstrom": [[-2.813360, 0.017723, -0.493851], [-1.111131, -1.077069, -0.798745], [-0.047435, -0.319569, 0.534984], [1.069182, -1.020703, 0.750251], [2.212971, -0.806689, 0.452378], [2.610807, 0.599623, -0.234665], [0.815461, 1.447556, -0.403052], [-2.140185, 1.137168, -1.080245], [-0.596313, 0.021956, 1.272942]],
  "atomic_forces_ev_per_a": [[1.40, 1.56, -0.94], [0.38, -0.20, 1.01], [2.12, -0.03, -6.25], [-1.16, -2.26, 1.72], [1.26, -1.19, 0.46], [1.02, 1.64, -1.12], [-1.09, 0.05, 0.52], [-1.40, -1.05, 0.71], [-2.54, 1.47, 3.89]],
  "homo_ev": [-8.45, -8.45],
  "e_tot_ha": -1741.47295,
  "smiles": "SS[C@H]1N=NSS1",
  "e_lumo_ev": [-0.280, -0.281],
  "homo_lumo_gap_ev": [8.17, 8.17]
}



[12]
{
  "formula": "CH2N3O",
  "method": "wB97M-V/def2-TZVPD",
  "species": ["C", "N", "N", "N", "O", "H", "H"],
  "positions_angstrom": [[0.032488, -0.627467, -0.094223], [2.277629, 1.077006, -0.075267], [1.260041, 0.742065, -0.023067], [-1.098641, -0.000634, -0.066150], [0.656252, -1.647362, -0.044266], [-1.260646, 0.964541, 0.157719], [-1.867123, -0.508150, 0.145256]],
  "atomic_forces_ev_per_a": [[1.72, -5.05, 1.02], [2.69, 1.08, -0.08], [-1.68, -0.08, -0.05], [2.47, 1.54, -0.50], [-2.87, 4.52, -0.64], [0.77, 0.66, -0.23], [-3.09, -2.66, 0.48]],
  "homo_ev": -18.42,
  "e_tot_ha": -278.50644,
  "total_charge": 1,
  "e_lumo_ev": -6.129,
  "homo_lumo_gap_ev": 12.29
}



Which formula does entry 7 have?
CH2N2OS